[1]
A structure of composition C5H8O2, computed with ωB97M-V with the def2-TZVPD basis set.

Structure (XYZ):
```
15
C5H8O2 | the Open Molecules 2025 dataset | ωB97M-V with the def2-TZVPD basis set
O -1.02 -0.74 2.57
C 1.33 -0.17 0.70
C 0.52 -1.03 -0.26
C -0.08 0.32 -0.70
C -0.54 0.77 -2.01
O -1.45 0.55 -0.93
C 0.76 0.99 0.34
H -1.75 -0.92 1.97
H 2.10 -0.44 1.42
H -0.21 -1.68 0.24
H 1.08 -1.59 -1.01
H -0.40 1.81 -2.30
H -0.61 0.06 -2.84
H -0.62 0.04 2.18
H 0.89 2.03 0.64
```

Multiplicity = 1
E_HOMO = -0.3618 Eh
Frontier orbital gap = 10.8 eV
ΔE to the lowest compared entry with this formula, charge and spin = 69.8 kcal per mole
Energy = -9406.805 eV


[2]
A structure of composition C5H8O2, computed with ωB97M-V with the def2-TZVPD basis set.

Structure (XYZ):
```
15
C5H8O2 | the Open Molecules 2025 dataset | ωB97M-V with the def2-TZVPD basis set
O 0.67 -0.01 1.92
C 0.53 1.10 1.05
C -0.03 0.62 -0.27
C -1.28 -0.28 -0.23
C -0.58 -1.21 -1.02
O -1.24 -1.93 -1.85
C 0.77 -0.57 -0.94
H 1.10 0.29 2.73
H -0.15 1.85 1.48
H 1.51 1.59 0.88
H -0.13 1.47 -0.95
H -1.89 -0.48 0.65
H -2.00 -0.99 -1.36
H 1.41 -1.04 -0.19
H 1.31 -0.40 -1.88
```

Multiplicity = 1
E_HOMO = -0.3153 Eh
Frontier orbital gap = 9.3 eV
ΔE to the lowest compared entry with this formula, charge and spin = 107.7 kcal per mole
Energy = -9405.160 eV


[3]
A cluster of 2 separate species, C5H8O2 in total at a distorted geometry, computed with ωB97M-V with the def2-TZVPD basis set.

Structure (XYZ):
```
15
C5H8O2 | the Open Molecules 2025 dataset | ωB97M-V with the def2-TZVPD basis set
C -1.95 -0.69 0.34
C 1.08 -0.88 0.47
C 0.84 -1.38 -0.96
C 0.03 -0.27 -0.38
C 0.02 1.97 0.14
O -2.87 -0.09 -0.05
O 0.12 1.04 -0.88
H -2.00 -1.67 0.94
H 0.82 -1.35 1.45
H 1.89 -0.29 0.76
H 1.60 -1.00 -1.66
H 0.34 -2.25 -1.13
H 0.07 1.63 1.07
H -0.91 2.56 -0.10
H 0.91 2.68 0.00
```

Multiplicity = 1
E_HOMO = -0.3035 Eh
Frontier orbital gap = 9.1 eV
ΔE to the lowest compared entry with this formula, charge and spin = 111.5 kcal per mole
Energy = -9404.998 eV


[4]
The molecule C5H8O2 at a distorted geometry, computed with ωB97M-V with the def2-TZVPD basis set.

Structure (XYZ):
```
15
C5H8O2 | the Open Molecules 2025 dataset | ωB97M-V with the def2-TZVPD basis set
C -1.33 0.69 2.34
C -0.42 0.25 1.41
C -0.80 0.32 -0.14
C -0.01 -0.71 -1.12
C 1.44 -0.25 -1.25
O 2.03 -0.01 -0.16
O 2.08 -0.88 -2.26
H -2.32 0.46 2.08
H -1.11 1.19 3.31
H 0.62 0.41 1.53
H -1.93 0.20 -0.20
H -0.61 1.32 -0.46
H 0.05 -1.69 -0.64
H -0.64 -0.82 -2.05
H 2.95 -0.46 -2.38
```

Structure (SMILES) = C=CCCC(=O)O
Multiplicity = 1
E_HOMO = -0.3424 Eh
Frontier orbital gap = 9.7 eV
ΔE to the lowest compared entry with this formula, charge and spin = 47.2 kcal per mole
Energy = -9407.787 eV


[5]
A structure of composition C5H8O2 at a distorted geometry, computed with ωB97M-V with the def2-TZVPD basis set.

Structure (XYZ):
```
15
C5H8O2 | the Open Molecules 2025 dataset | ωB97M-V with the def2-TZVPD basis set
O -0.39 -1.06 2.38
C -0.40 -0.02 1.54
C 0.83 0.21 0.72
C 0.21 0.19 -0.66
C 0.20 1.30 -1.61
O 0.99 0.14 -1.83
C -0.96 -0.70 -0.36
H 0.38 -1.63 2.23
H -1.34 -0.12 0.76
H 1.54 -0.62 0.80
H 1.33 1.11 1.01
H -0.64 1.41 -2.29
H 0.75 2.21 -1.39
H -0.66 -1.75 -0.27
H -1.83 -0.66 -1.02
```

Multiplicity = 1
E_HOMO = -0.2968 Eh
Frontier orbital gap = 8.9 eV
ΔE to the lowest compared entry with this formula, charge and spin = 123.4 kcal per mole
Energy = -9404.480 eV


[6]
A structure of composition C5H8O2, computed with ωB97M-V with the def2-TZVPD basis set.

Structure (XYZ):
```
15
C5H8O2 | the Open Molecules 2025 dataset | ωB97M-V with the def2-TZVPD basis set
O 1.54 -0.84 1.21
C 1.43 0.26 0.41
C 2.24 0.58 -0.60
C -1.83 0.86 0.43
C -1.69 -0.65 0.38
C -1.33 -0.38 -1.03
O -1.56 0.91 -0.94
H 2.31 -1.35 0.94
H 0.57 0.86 0.70
H 2.05 1.47 -1.17
H 3.10 -0.03 -0.87
H -2.74 1.39 0.71
H -0.91 -1.16 0.96
H -2.66 -1.14 0.53
H -0.59 -0.76 -1.74
```

Multiplicity = 1
E_HOMO (alpha / beta) = -0.2936 / -0.2782 Eh
Frontier orbital gap (alpha / beta) = 8.8 / 8.0 eV
ΔE to the lowest compared entry with this formula, charge and spin = 125.3 kcal per mole
Energy = -9404.397 eV


[7]
The molecule C5H8O2, computed with ωB97M-V with the def2-TZVPD basis set.

Structure (XYZ):
```
15
C5H8O2 | the Open Molecules 2025 dataset | ωB97M-V with the def2-TZVPD basis set
C -2.28 0.04 -0.74
C -1.04 -0.40 0.04
C 0.27 0.28 -0.34
C 1.38 -0.23 0.55
O 1.21 -1.03 1.44
C 2.82 0.26 0.40
O 3.14 1.32 -0.08
H -2.47 1.11 -0.62
H -3.15 -0.50 -0.36
H -2.19 -0.17 -1.81
H -0.91 -1.48 -0.07
H -1.20 -0.24 1.11
H 0.55 0.09 -1.39
H 0.22 1.37 -0.26
H 3.55 -0.45 0.85
```

Structure (SMILES) = CCCC(=O)C=O
Multiplicity = 1
E_HOMO = -0.3618 Eh
Frontier orbital gap = 9.5 eV
ΔE to the lowest compared entry with this formula, charge and spin = 19.5 kcal per mole
Energy = -9408.988 eV


[8]
A cluster of 2 separate species, C5H8O2 in total at a distorted geometry, computed with ωB97M-V with the def2-TZVPD basis set.

Structure (XYZ):
```
15
C5H8O2 | the Open Molecules 2025 dataset | ωB97M-V with the def2-TZVPD basis set
C 0.40 -1.19 0.92
C 0.63 -0.59 1.94
C 0.07 1.59 -1.96
C -0.91 -0.46 -1.98
C 0.95 0.32 3.03
O -0.53 0.59 -2.59
O -1.73 -1.34 -2.77
H 0.36 -1.93 0.19
H 0.52 2.36 -2.62
H 0.15 1.53 -0.91
H -1.04 -0.49 -0.93
H 1.98 0.16 3.39
H 0.08 0.13 3.77
H 0.95 1.34 2.71
H -1.87 -2.01 -2.19
```

Multiplicity = 1
E_HOMO (alpha / beta) = -0.2546 / -0.2688 Eh
Frontier orbital gap (alpha / beta) = 7.7 / 8.1 eV
ΔE to the lowest compared entry with this formula, charge and spin = 154.1 kcal per mole
Energy = -9403.148 eV


[9]
The molecule C5H8O2 at a distorted geometry, computed with ωB97M-V with the def2-TZVPD basis set.

Structure (XYZ):
```
15
C5H8O2 | the Open Molecules 2025 dataset | ωB97M-V with the def2-TZVPD basis set
C 0.25 -1.64 0.27
C 0.05 -0.94 -1.08
O -1.03 -0.13 -1.56
C -0.32 0.36 -0.49
C 0.73 1.39 -0.18
O 0.06 1.73 1.04
C -1.03 0.83 0.77
H 0.62 -0.95 1.07
H -0.64 -2.11 0.67
H 1.07 -2.31 0.09
H 0.89 -0.89 -1.78
H 1.73 0.97 0.04
H 0.80 2.17 -0.93
H -1.94 1.36 0.47
H -1.27 0.19 1.64
```

Structure (SMILES) = C[C@H]1OC12COC2
Multiplicity = 1
E_HOMO = -0.3373 Eh
Frontier orbital gap = 10.1 eV
ΔE to the lowest compared entry with this formula, charge and spin = 107.7 kcal per mole
Energy = -9405.160 eV


[10]
The molecule C5H8O2, computed with ωB97M-V with the def2-TZVPD basis set.

Structure (XYZ):
```
15
C5H8O2 | the Open Molecules 2025 dataset | ωB97M-V with the def2-TZVPD basis set
O 2.51 1.38 0.17
C 1.67 0.53 0.05
C 0.82 -0.26 1.04
C -0.10 -0.66 -0.15
C -1.46 0.05 -0.18
O -1.78 0.55 1.11
C 0.95 -0.09 -1.15
H 0.37 0.29 1.86
H 1.37 -1.12 1.44
H -0.25 -1.73 -0.24
H -2.23 -0.66 -0.51
H -1.44 0.87 -0.91
H -2.59 1.07 1.04
H 0.61 0.63 -1.91
H 1.56 -0.85 -1.64
```

Structure (SMILES) = O=C1CC(CO)C1
Multiplicity = 1
E_HOMO = -0.3480 Eh
Frontier orbital gap = 10.2 eV
ΔE to the lowest compared entry with this formula, charge and spin = 31.1 kcal per mole
Energy = -9408.484 eV


[11]
A cluster of 2 separate species, C5H8O2 in total, computed with ωB97M-V with the def2-TZVPD basis set.

Structure (XYZ):
```
15
C5H8O2 | the Open Molecules 2025 dataset | ωB97M-V with the def2-TZVPD basis set
C 1.10 -0.71 -0.67
C 0.66 0.40 -1.26
O -0.59 0.94 -1.09
C -1.47 0.14 -0.34
C -1.32 0.09 1.16
C -0.97 -1.11 0.32
O 0.37 -1.49 0.19
H 2.10 -1.10 -0.83
H 1.28 0.99 -1.91
H -2.46 0.14 -0.78
H -0.48 0.65 1.57
H -2.21 0.07 1.78
H -1.62 -1.98 0.34
H 3.00 1.77 0.89
H 2.61 1.20 0.62
```

Structure (SMILES) = C1=CO[C@@H]2C[C@@H]2O1.[H][H]
Multiplicity = 1
E_HOMO = -0.3031 Eh
Frontier orbital gap = 9.3 eV
ΔE to the lowest compared entry with this formula, charge and spin = 80.0 kcal per mole
Energy = -9406.363 eV


[12]
A structure of composition C5H8O2, computed with ωB97M-V with the def2-TZVPD basis set.

Structure (XYZ):
```
15
C5H8O2 | the Open Molecules 2025 dataset | ωB97M-V with the def2-TZVPD basis set
C 1.44 -1.21 -0.20
C -0.05 -0.93 -0.28
O -0.72 -1.05 1.01
C -1.28 0.25 0.85
C -0.21 1.30 0.81
C -0.56 0.50 -0.42
O -1.03 1.05 -1.59
H 1.78 -1.03 0.83
H 1.69 -2.24 -0.46
H 1.99 -0.55 -0.87
H -0.56 -1.58 -1.01
H -2.31 0.42 1.16
H -0.57 2.32 0.78
H 0.73 1.15 1.34
H -0.34 1.62 -1.96
```

Multiplicity = 1
E_HOMO = -0.3378 Eh
Frontier orbital gap = 10.0 eV
ΔE to the lowest compared entry with this formula, charge and spin = 58.5 kcal per mole
Energy = -9407.294 eV


[13]
A structure of composition C5H8O2 at a distorted geometry, computed with ωB97M-V with the def2-TZVPD basis set.

Structure (XYZ):
```
15
C5H8O2 | the Open Molecules 2025 dataset | ωB97M-V with the def2-TZVPD basis set
O 2.52 0.48 0.12
C 1.25 0.50 0.73
C 0.17 0.93 -0.24
C -0.93 -0.28 0.07
O -1.89 0.11 0.99
C -1.31 -0.95 -1.09
C 0.41 -0.73 0.67
H 3.11 -0.03 0.69
H 1.25 1.03 1.68
H -0.42 1.80 0.05
H 0.50 0.93 -1.28
H -2.65 0.40 0.46
H -2.19 -1.60 -1.10
H -0.66 -0.98 -1.95
H 0.85 -1.60 0.17
```

Multiplicity = 1
E_HOMO (alpha / beta) = -0.2911 / -0.2787 Eh
Frontier orbital gap (alpha / beta) = 8.0 / 7.4 eV
ΔE to the lowest compared entry with this formula, charge and spin = 119.0 kcal per mole
Energy = -9404.672 eV


[14]
The molecule C5H8O2, computed with ωB97M-V with the def2-TZVPD basis set.

Structure (XYZ):
```
15
C5H8O2 | the Open Molecules 2025 dataset | ωB97M-V with the def2-TZVPD basis set
O -0.65 1.91 -1.48
C -0.20 0.84 -1.17
C -0.22 -0.55 -1.80
C 0.24 -1.11 -0.42
C 0.48 0.33 0.11
C -0.17 0.77 1.41
O 0.49 0.23 2.54
H -1.19 -0.87 -2.19
H 0.53 -0.65 -2.59
H 1.11 -1.76 -0.44
H -0.57 -1.63 0.11
H 1.54 0.59 0.13
H -0.11 1.87 1.47
H -1.23 0.51 1.40
H -0.06 -0.46 2.92
```

Structure (SMILES) = O=C1CC[C@@H]1CO
Multiplicity = 1
E_HOMO = -0.3487 Eh
Frontier orbital gap = 10.3 eV
ΔE to the lowest compared entry with this formula, charge and spin = 28.0 kcal per mole
Energy = -9408.616 eV


[15]
The molecule C5H8O2 at a distorted geometry, computed with ωB97M-V with the def2-TZVPD basis set.

Structure (XYZ):
```
15
C5H8O2 | the Open Molecules 2025 dataset | ωB97M-V with the def2-TZVPD basis set
C -2.27 0.06 -0.73
C -1.14 -0.47 0.16
C 0.21 0.15 -0.19
C 1.33 -0.31 0.71
O 1.22 -1.07 1.66
C 2.68 -0.02 0.27
O 3.32 1.00 0.78
H -2.37 1.15 -0.64
H -3.23 -0.39 -0.46
H -2.08 -0.17 -1.79
H -1.07 -1.56 0.08
H -1.36 -0.26 1.22
H 0.48 -0.07 -1.24
H 0.17 1.24 -0.13
H 4.11 0.72 0.30
```

Multiplicity = 1
E_HOMO = -0.3271 Eh
Frontier orbital gap = 9.3 eV
ΔE to the lowest compared entry with this formula, charge and spin = 76.1 kcal per mole
Energy = -9406.531 eV


[16]
The molecule C5H8O2, computed with ωB97M-V with the def2-TZVPD basis set.

Structure (XYZ):
```
15
C5H8O2 | the Open Molecules 2025 dataset | ωB97M-V with the def2-TZVPD basis set
C 2.27 -0.02 0.06
C 0.82 0.39 0.09
C -0.19 -0.31 -0.42
O -0.09 -1.55 -0.97
C -1.61 0.21 -0.47
C -2.10 0.46 0.94
O -2.35 1.56 1.38
H 2.49 -0.67 -0.81
H 2.91 0.86 -0.05
H 2.58 -0.55 0.96
H 0.58 1.36 0.53
H 0.81 -1.88 -0.84
H -2.25 -0.55 -0.94
H -1.68 1.14 -1.03
H -2.20 -0.44 1.57
```

Structure (SMILES) = C/C=C(\O)CC=O
Multiplicity = 1
E_HOMO = -0.3255 Eh
Frontier orbital gap = 9.6 eV
ΔE to the lowest compared entry with this formula, charge and spin = 25.2 kcal per mole
Energy = -9408.740 eV


[17]
The molecule C5H8O2, computed with ωB97M-V with the def2-TZVPD basis set.

Structure (XYZ):
```
15
C5H8O2 | the Open Molecules 2025 dataset | ωB97M-V with the def2-TZVPD basis set
C -1.15 1.11 0.90
C 0.03 0.33 0.41
O 1.29 0.71 1.01
C 0.05 -1.20 0.33
C 0.74 -1.02 -1.03
O -0.27 -0.97 -2.06
C 0.71 0.51 -0.94
H -2.05 0.80 0.35
H -1.30 0.93 1.97
H -0.99 2.18 0.72
H 1.39 1.66 0.85
H 0.68 -1.67 1.10
H -0.92 -1.69 0.28
H 1.61 -1.62 -1.32
H 0.05 -0.27 -2.65
```

Multiplicity = 1
E_HOMO = -0.3274 Eh
Frontier orbital gap = 9.4 eV
ΔE to the lowest compared entry with this formula, charge and spin = 113.3 kcal per mole
Energy = -9404.921 eV


[18]
A structure of composition C5H8O2 at a distorted geometry, computed with ωB97M-V with the def2-TZVPD basis set.

Structure (XYZ):
```
15
C5H8O2 | the Open Molecules 2025 dataset | ωB97M-V with the def2-TZVPD basis set
O 1.75 0.55 -0.06
C 1.48 -0.81 0.35
C 0.05 -0.66 0.73
C -0.44 1.11 -0.14
C -1.75 0.38 -0.16
C -0.98 -0.92 -0.27
O -0.91 -1.66 -1.23
H 2.17 0.64 -0.92
H 2.18 -1.03 1.15
H 1.60 -1.52 -0.48
H -0.21 -0.53 1.78
H -0.23 1.93 0.55
H -0.10 1.43 -1.15
H -2.41 0.58 -0.99
H -2.20 0.52 0.82
```

Multiplicity = 1
E_HOMO = -0.3279 Eh
Frontier orbital gap = 9.6 eV
ΔE to the lowest compared entry with this formula, charge and spin = 89.3 kcal per mole
Energy = -9405.960 eV


[19]
A structure of composition C5H8O2 at a distorted geometry, computed with ωB97M-V with the def2-TZVPD basis set.

Structure (XYZ):
```
15
C5H8O2 | the Open Molecules 2025 dataset | ωB97M-V with the def2-TZVPD basis set
C 0.99 1.64 0.33
C 0.51 0.27 0.73
O -0.81 0.27 1.33
C -1.16 -0.78 0.49
C -1.12 -0.40 -1.00
C 0.11 -0.84 -0.27
O 1.09 -1.77 -0.57
H 0.42 2.06 -0.51
H 0.88 2.32 1.18
H 2.05 1.62 0.05
H 1.19 -0.17 1.46
H -1.81 -1.59 0.82
H -1.97 -1.01 -1.26
H -1.17 0.61 -1.39
H 0.83 -2.23 -1.38
```

Multiplicity = 1
E_HOMO = -0.3309 Eh
Frontier orbital gap = 9.9 eV
ΔE to the lowest compared entry with this formula, charge and spin = 72.4 kcal per mole
Energy = -9406.695 eV


[20]
The molecule C5H8O2, computed with ωB97M-V with the def2-TZVPD basis set.

Structure (XYZ):
```
15
C5H8O2 | the Open Molecules 2025 dataset | ωB97M-V with the def2-TZVPD basis set
C -0.28 1.38 -0.44
C -0.16 -0.05 0.07
O 1.11 -0.51 0.54
C 2.28 -0.06 0.09
O 2.51 0.78 -0.75
C -1.02 -1.16 -0.47
C -1.23 -0.65 0.93
H -0.38 1.42 -1.53
H 0.61 1.96 -0.18
H -1.15 1.87 0.01
H 3.05 -0.60 0.65
H -1.76 -0.91 -1.21
H -0.55 -2.14 -0.58
H -2.12 -0.05 1.11
H -0.92 -1.29 1.75
```

Structure (SMILES) = CC1(OC=O)CC1
Multiplicity = 1
E_HOMO = -0.3688 Eh
Frontier orbital gap = 11.1 eV
ΔE to the lowest compared entry with this formula, charge and spin = 28.3 kcal per mole
Energy = -9408.605 eV